ORCA calculation (the ωB97M-V functional and the def2-TZVPD basis) on 13 unconnected molecules or ions with the total composition C37H79N5O26.

## Properties
**Charge**: 0
**Energy relative to the best compared isomer or geometry (same formula, charge and spin)**: 0.000 eV

Each line ends with the Mulliken charge.
Element x y z (Å)
C (-4.785, 1.834, -3.568)  -0.86
N (-4.351, 1.128, -2.321)  0.86
O (-4.634, 1.721, -1.290)  -0.49
O (-3.714, 0.093, -2.434)  -0.43
H (-5.832, 1.635, -3.797)  0.29
H (-4.102, 1.496, -4.346)  0.31
H (-4.583, 2.905, -3.556)  0.33
C (-2.873, -4.751, -0.789)  -0.55
N (-3.169, -5.305, -2.122)  1.10
O (-2.284, -5.867, -2.731)  -0.58
O (-4.270, -5.191, -2.590)  -0.63
H (-2.918, -5.631, -0.146)  0.35
H (-3.614, -3.993, -0.533)  0.52
H (-1.877, -4.308, -0.779)  -0.18
C (2.144, -6.444, 0.410)  -0.88
N (0.974, -5.734, -0.279)  0.91
O (1.182, -4.706, -0.824)  -0.33
O (-0.125, -6.277, -0.226)  -0.51
H (2.262, -7.418, -0.064)  0.31
H (2.117, -6.491, 1.499)  0.27
H (2.947, -5.724, 0.257)  0.32
C (1.654, 5.409, 6.354)  -0.79
N (1.629, 4.900, 4.929)  0.86
O (1.040, 5.523, 4.073)  -0.44
O (2.245, 3.855, 4.672)  -0.52
H (1.856, 6.480, 6.367)  0.30
H (2.358, 4.790, 6.909)  0.32
H (0.674, 5.228, 6.796)  0.29
C (-1.700, 3.438, 3.884)  -0.34
N (-1.922, 4.391, 2.756)  0.82
O (-3.056, 4.721, 2.375)  -0.60
O (-0.973, 4.478, 1.977)  -0.37
H (-2.717, 3.199, 4.194)  0.22
H (-1.180, 4.087, 4.589)  0.13
H (-1.099, 2.632, 3.462)  0.10
O (4.353, 7.762, -2.690)  -0.59
C (4.489, 7.729, -1.456)  0.72
O (3.650, 7.302, -0.560)  -0.24
C (2.497, 6.552, -0.891)  -0.09
C (1.572, 6.288, 0.313)  -1.07
C (5.705, 8.312, -0.720)  -1.05
H (2.712, 5.605, -1.385)  0.16
H (1.896, 7.122, -1.600)  0.26
H (1.820, 5.484, 1.005)  0.18
H (0.539, 6.101, 0.021)  0.42
H (1.579, 7.178, 0.942)  0.39
H (6.542, 8.296, -1.419)  0.33
H (6.036, 7.758, 0.158)  0.32
H (5.503, 9.337, -0.409)  0.27
O (-5.156, -3.009, 3.217)  -0.60
C (-5.416, -2.157, 2.400)  0.44
O (-6.485, -1.420, 2.237)  -0.24
C (-7.668, -1.633, 3.054)  -0.29
C (-8.044, -0.415, 3.803)  -1.05
C (-4.356, -1.843, 1.326)  0.32
H (-7.597, -2.538, 3.657)  0.33
H (-8.487, -1.833, 2.364)  0.29
H (-8.229, 0.423, 3.131)  0.28
H (-7.308, -0.244, 4.589)  0.17
H (-8.997, -0.428, 4.331)  0.41
H (-3.713, -1.036, 1.676)  0.05
H (-4.823, -1.531, 0.391)  0.53
H (-3.707, -2.689, 1.099)  -0.69
O (-1.124, -2.589, -3.532)  -0.55
C (-0.439, -2.304, -4.481)  0.62
O (0.124, -3.110, -5.357)  -0.38
C (-0.055, -4.519, -5.327)  -0.22
C (0.901, -5.097, -4.357)  -0.84
C (-0.028, -0.886, -4.764)  -0.41
H (0.087, -4.911, -6.333)  0.30
H (-1.080, -4.719, -5.013)  0.26
H (0.688, -4.932, -3.300)  -0.08
H (1.884, -4.642, -4.483)  0.34
H (0.975, -6.180, -4.454)  0.47
H (1.051, -0.792, -4.640)  -0.14
H (-0.596, -0.265, -4.070)  0.10
H (-0.300, -0.741, -5.809)  0.57
O (3.232, 3.852, -3.620)  -0.68
C (2.589, 2.802, -3.714)  0.28
O (2.501, 1.987, -4.738)  -0.08
C (3.239, 2.207, -5.915)  -0.41
C (2.619, 1.192, -6.960)  -1.00
C (1.610, 2.407, -2.646)  -0.33
H (4.310, 2.076, -5.760)  0.34
H (3.109, 3.218, -6.301)  0.39
H (1.674, 1.570, -7.350)  0.29
H (2.513, 0.182, -6.566)  0.17
H (3.279, 1.034, -7.813)  0.41
H (2.101, 1.928, -1.799)  0.06
H (0.765, 1.875, -3.082)  0.17
H (1.151, 3.311, -2.246)  0.35
O (-0.987, 1.271, 1.381)  -0.62
C (0.079, 1.243, 0.751)  0.54
O (0.367, 0.622, -0.355)  0.40
C (-0.581, -0.179, -1.080)  0.56
C (-0.928, -1.470, -0.347)  -0.41
C (1.276, 2.017, 1.370)  -0.80
H (-0.154, -0.408, -2.057)  -1.24
H (-1.403, 0.537, -1.121)  0.55
H (-0.106, -2.186, -0.360)  -0.10
H (-1.805, -2.008, -0.708)  0.32
H (-1.260, -1.288, 0.675)  0.26
H (1.145, 2.977, 0.871)  0.13
H (2.181, 1.576, 0.952)  0.32
H (1.343, 2.163, 2.448)  0.11
O (-3.279, -1.291, 5.399)  -0.62
C (-3.071, -0.112, 5.013)  0.70
O (-1.879, 0.524, 4.918)  -0.09
C (-0.679, -0.231, 5.277)  0.36
C (0.495, 0.682, 5.118)  -1.25
C (-4.231, 0.763, 4.578)  -0.77
H (-0.548, -1.124, 4.665)  -0.26
H (-0.704, -0.432, 6.348)  0.37
H (0.625, 1.421, 5.909)  0.33
H (0.437, 1.098, 4.112)  -0.02
H (1.493, 0.244, 5.115)  0.57
H (-4.259, 1.543, 5.339)  0.50
H (-5.235, 0.362, 4.721)  -0.23
H (-4.063, 1.249, 3.617)  0.34
O (6.271, 0.022, -3.128)  -0.58
C (6.151, -1.240, -3.153)  0.68
O (5.082, -1.905, -2.692)  -0.36
C (3.861, -1.223, -2.404)  0.19
C (2.838, -2.255, -2.059)  -0.62
C (7.319, -2.100, -3.575)  -1.08
H (3.508, -0.658, -3.267)  -0.13
H (4.101, -0.544, -1.585)  0.35
H (2.672, -3.103, -2.723)  0.27
H (1.838, -1.827, -1.979)  -0.08
H (2.937, -2.757, -1.096)  0.34
H (7.713, -2.659, -2.726)  0.31
H (8.089, -1.401, -3.902)  0.33
H (7.037, -2.714, -4.430)  0.30
O (2.394, -3.967, 3.121)  -0.65
C (1.608, -3.054, 2.861)  0.44
O (0.250, -3.137, 2.743)  0.21
C (-0.452, -4.280, 3.115)  -0.50
C (-1.895, -4.051, 2.689)  -0.14
C (2.123, -1.655, 2.540)  0.42
H (-0.376, -4.470, 4.186)  0.35
H (-0.144, -5.195, 2.608)  0.24
H (-1.885, -3.841, 1.620)  -0.42
H (-2.348, -3.199, 3.197)  0.00
H (-2.555, -4.912, 2.801)  0.48
H (3.201, -1.555, 2.673)  0.45
H (1.623, -0.972, 3.225)  -0.56
H (1.782, -1.439, 1.528)  -0.31

ORCA calculation (the ωB97M-V functional and the def2-TZVPD basis) on a molecular structure, C37H82F5N7O10SSi2.

## Properties
**Charge**: 0

Each line ends with the Mulliken charge.
Element x y z (Å)
C (5.254, -2.679, 2.221)  -1.20
C (4.049, -1.751, 2.490)  -0.07
C (3.803, -0.730, 1.363)  0.25
C (4.622, 0.557, 1.547)  -0.34
C (4.019, 1.540, 2.568)  -1.03
C (3.294, 2.732, 1.928)  -1.03
C (1.886, 2.382, 1.395)  0.36
C (1.566, 2.996, 0.023)  -0.99
C (0.377, 2.310, -0.662)  -0.17
C (0.772, 0.941, -1.206)  0.35
C (-0.378, 0.127, -1.809)  -0.62
C (-1.214, -0.455, -0.655)  -0.05
C (-2.388, -1.307, -1.126)  -0.74
C (-3.092, -2.138, -0.022)  -0.42
Si (-2.889, -1.526, 1.716)  -0.48
O (-2.027, -2.537, 2.663)  0.10
Si (-0.409, -2.275, 3.020)  1.06
S (-4.933, -1.501, 2.680)  1.09
O (-5.847, -2.237, 1.829)  -0.66
O (-4.824, -1.867, 4.081)  -0.68
C (-5.457, 0.289, 2.720)  0.59
F (-4.662, 0.897, 3.624)  -0.25
F (-5.188, 0.826, 1.505)  -0.28
C (-6.955, 0.550, 3.112)  0.60
F (-7.486, 1.453, 2.283)  -0.26
F (-7.677, -0.560, 3.041)  -0.23
F (-7.027, 1.025, 4.352)  -0.24
H (6.024, -2.563, 2.986)  0.29
H (4.934, -3.724, 2.233)  0.30
H (5.700, -2.479, 1.245)  0.30
H (3.152, -2.360, 2.628)  -0.01
H (4.231, -1.195, 3.415)  0.29
H (2.731, -0.525, 1.293)  -0.84
H (4.083, -1.199, 0.412)  0.47
H (4.771, 1.054, 0.584)  0.30
H (5.609, 0.249, 1.906)  0.45
H (3.302, 1.014, 3.209)  0.35
H (4.809, 1.936, 3.214)  0.42
H (3.885, 3.127, 1.094)  0.36
H (3.213, 3.543, 2.660)  0.44
H (1.814, 1.294, 1.351)  -0.40
H (1.137, 2.720, 2.119)  0.42
H (1.320, 4.049, 0.194)  0.34
H (2.439, 2.915, -0.626)  0.43
H (-0.010, 2.932, -1.476)  0.04
H (-0.431, 2.251, 0.082)  0.22
H (1.188, 0.347, -0.385)  -0.62
H (1.568, 1.101, -1.940)  0.50
H (0.029, -0.687, -2.413)  0.51
H (-1.011, 0.790, -2.410)  -0.17
H (-0.530, -1.101, -0.092)  -0.07
H (-1.547, 0.398, -0.064)  0.38
H (-3.121, -0.717, -1.685)  0.26
H (-1.976, -2.026, -1.843)  0.16
H (-4.171, -2.126, -0.220)  0.69
H (-2.805, -3.193, -0.046)  0.33
H (-2.413, -0.142, 1.859)  -0.13
H (0.385, -2.599, 1.818)  -0.20
H (0.000, -3.134, 4.129)  -0.36
H (-0.147, -0.855, 3.337)  -0.21
C (-2.109, -5.077, -2.921)  0.03
O (-1.593, -4.582, -1.936)  -0.49
N (-3.424, -5.325, -3.059)  0.15
C (-3.973, -5.923, -4.258)  -0.93
C (-4.314, -4.981, -1.961)  -0.76
H (-1.520, -5.373, -3.806)  0.28
H (-4.701, -5.256, -4.723)  0.34
H (-4.467, -6.869, -4.025)  0.34
H (-3.173, -6.116, -4.970)  0.29
H (-4.256, -3.914, -1.758)  0.14
H (-4.012, -5.517, -1.060)  0.27
H (-5.335, -5.250, -2.218)  0.39
C (1.642, 5.373, -2.782)  0.44
O (2.359, 4.429, -2.512)  -0.63
N (2.018, 6.664, -2.715)  0.15
C (1.106, 7.747, -3.033)  -1.03
C (3.375, 6.970, -2.304)  -0.98
H (0.594, 5.237, -3.100)  0.09
H (1.488, 8.334, -3.872)  0.34
H (0.967, 8.401, -2.175)  0.46
H (0.138, 7.333, -3.307)  0.23
H (4.093, 6.517, -2.989)  0.30
H (3.571, 6.576, -1.306)  0.27
H (3.510, 8.049, -2.299)  0.39
C (-2.250, 9.036, -1.784)  0.13
O (-1.159, 9.125, -1.255)  -0.60
N (-3.234, 8.223, -1.356)  0.14
C (-4.519, 8.149, -2.018)  -0.87
C (-2.984, 7.393, -0.188)  -0.95
H (-2.527, 9.622, -2.676)  0.29
H (-5.322, 8.429, -1.333)  0.33
H (-4.709, 7.137, -2.381)  0.29
H (-4.532, 8.832, -2.866)  0.30
H (-2.747, 8.013, 0.676)  0.30
H (-2.138, 6.728, -0.366)  0.27
H (-3.870, 6.800, 0.024)  0.38
C (1.177, -5.566, 2.292)  0.16
O (1.858, -4.842, 2.997)  -0.63
N (1.179, -6.908, 2.350)  0.20
C (0.319, -7.714, 1.507)  -0.91
C (2.078, -7.570, 3.282)  -0.91
H (0.481, -5.165, 1.534)  0.27
H (-0.348, -8.325, 2.118)  0.34
H (0.914, -8.373, 0.870)  0.36
H (-0.280, -7.064, 0.872)  0.24
H (1.867, -7.267, 4.305)  0.23
H (3.113, -7.307, 3.059)  0.32
H (1.947, -8.645, 3.198)  0.36
C (-1.346, 2.642, -4.952)  0.01
O (-0.881, 3.078, -3.919)  -0.56
N (-2.666, 2.480, -5.177)  0.17
C (-3.179, 1.953, -6.424)  -0.92
C (-3.593, 2.848, -4.121)  -0.92
H (-0.717, 2.332, -5.802)  0.36
H (-3.835, 2.678, -6.910)  0.34
H (-3.743, 1.033, -6.252)  0.33
H (-2.350, 1.732, -7.093)  0.29
H (-3.485, 3.904, -3.870)  0.32
H (-3.392, 2.269, -3.218)  0.18
H (-4.609, 2.657, -4.455)  0.38
C (-0.724, -6.976, 5.541)  0.19
O (-0.782, -8.184, 5.403)  -0.64
N (-1.781, -6.174, 5.759)  0.15
C (-1.623, -4.737, 5.875)  -0.88
C (-3.104, -6.765, 5.861)  -1.00
H (0.225, -6.417, 5.482)  0.24
H (-1.973, -4.377, 6.844)  0.31
H (-2.191, -4.246, 5.082)  0.24
H (-0.572, -4.483, 5.762)  0.35
H (-3.141, -7.476, 6.686)  0.31
H (-3.353, -7.301, 4.945)  0.31
H (-3.833, -5.976, 6.027)  0.40
C (7.714, 2.002, -0.639)  0.11
O (7.595, 1.321, 0.359)  -0.59
N (7.900, 1.504, -1.878)  0.13
C (8.026, 2.355, -3.041)  -0.95
C (7.968, 0.061, -2.035)  -0.90
H (7.667, 3.104, -0.616)  0.32
H (7.234, 2.143, -3.763)  0.35
H (8.992, 2.203, -3.529)  0.35
H (7.949, 3.397, -2.739)  0.28
H (7.045, -0.403, -1.685)  0.23
H (8.792, -0.348, -1.449)  0.29
H (8.116, -0.176, -3.085)  0.38

| no. | frontier orbital gap (eV) | strongest force on any atom (eV/A) | HOMO (hartree) |
| --- | --- | --- | --- |
| 1 | 9.602 | 4.61 | -0.3592 |
| 2 | 8.973 | 1.29 | -0.3237 |